Entry from the OMol25 dataset: a 2-piece molecular cluster, C19H23BF3IN2O6 overall in a non-equilibrium geometry (ωB97M-V/def2-TZVPD).

```
55
Properties=species:S:1:pos:R:3:forces:R:3
C -3.607 0.575 1.855 6.49 0.77 -2.30
C -2.396 0.851 1.405 -5.78 -0.99 1.30
C -1.063 1.349 0.669 -0.47 0.56 0.65
C -0.370 0.238 -0.284 -3.21 -0.99 -0.04
O 0.003 -0.988 0.380 0.61 3.09 -0.46
C 0.778 -0.760 1.597 0.94 -2.20 1.22
C -0.149 -1.185 2.851 -0.87 0.31 0.17
C -0.341 -0.047 3.974 0.58 -2.67 3.96
O -0.281 -0.435 5.203 -0.37 2.20 -5.41
C 2.025 -1.833 1.542 0.17 1.05 -1.29
O 1.555 -3.213 1.472 0.58 0.56 -1.11
C 1.684 -3.756 0.131 -0.24 0.90 -0.52
I 1.301 -5.934 0.240 0.30 1.28 -0.03
B 3.049 -1.536 2.784 -0.03 -1.10 2.76
O 2.757 -2.156 4.082 0.30 2.29 -2.18
N 4.270 -0.656 2.736 -0.54 0.91 -1.83
C 5.382 -1.328 1.960 0.89 -0.63 0.09
C 4.004 0.628 1.973 -1.04 0.05 -0.67
N 0.738 0.906 -1.055 1.74 0.82 -1.76
C 0.199 1.655 -2.250 -2.42 -1.81 -5.21
O -0.325 1.030 -3.236 2.95 3.65 5.57
F 0.281 3.084 -2.383 0.21 -3.92 1.49
C 1.703 -0.060 -1.635 0.32 -4.51 -2.81
O 1.434 -1.140 -2.223 1.34 5.65 3.39
F 3.109 0.306 -1.563 -3.82 -0.19 0.23
H -4.591 0.136 2.268 2.29 1.13 -0.89
H -0.313 1.768 1.459 -1.36 -0.91 -1.41
H -1.324 2.269 -0.001 0.24 -1.68 1.15
H -1.183 -0.056 -1.071 1.45 0.17 1.52
H 1.269 0.276 1.678 -1.06 -1.37 -0.27
H -1.201 -1.455 2.419 1.82 0.73 0.74
H 0.202 -2.157 3.391 -0.32 2.01 -0.97
H -0.513 1.077 3.745 0.22 -1.69 0.09
H 2.604 -1.597 0.552 -0.95 -0.33 1.54
H 2.751 -3.574 -0.306 -1.92 -0.50 0.82
H 0.866 -3.316 -0.572 1.55 -0.85 1.23
H 3.022 -1.523 4.802 0.13 -1.06 -0.99
H 6.310 -1.344 2.655 -1.46 -0.35 -1.33
H 5.069 -2.404 1.628 0.82 1.78 0.64
H 5.687 -0.733 1.002 -0.75 -1.08 1.65
H 4.942 1.288 1.857 -1.52 -1.08 0.50
H 3.670 0.314 0.912 0.54 0.87 1.27
H 3.114 1.231 2.423 1.76 -0.90 -0.50
F -4.231 1.459 -1.478 0.09 -0.05 0.22
C -4.460 1.738 -2.771 -0.20 0.21 -0.97
C -3.456 1.520 -3.702 0.08 -0.08 0.17
C -3.693 1.805 -5.044 -0.32 0.11 0.15
C -4.930 2.315 -5.437 0.04 -0.01 -0.03
C -5.929 2.535 -4.492 0.32 -0.12 0.00
C -5.695 2.240 -3.152 -0.08 0.02 0.16
H -2.498 1.131 -3.377 -0.20 0.02 -0.08
H -2.917 1.630 -5.782 -0.06 0.02 0.14
H -5.113 2.541 -6.483 0.02 -0.03 0.14
H -6.890 2.936 -4.799 0.11 -0.07 0.07
H -6.464 2.397 -2.404 0.08 -0.01 -0.02
```
Positions in Å, forces in eV/Å.

## Properties
Structure (SMILES): C#CC[C@H](O[C@@H](CC=O)[C@H](OCI)B(O)N(C)C)N(C(=O)F)C(=O)F.Fc1ccccc1
Orbital gap in eV: 7.950
LUMO level in eV: -1.318